# 1
Here is a 11-piece molecular cluster, C53H55BF19N11O4S2 overall at a distorted geometry from OMol25. Energies are from ωB97M-V/def2-TZVPD.

```
145
Properties=species:S:1:pos:R:3:forces:R:3
C -2.721661 2.281701 -3.683083 0.13 0.90 -1.23
O -3.442715 1.074308 -3.192485 -1.01 2.41 3.57
B -4.113728 1.396309 -1.884258 1.32 0.30 -1.27
O -3.733026 2.639476 -1.147109 -3.16 -2.40 -0.81
C -5.244576 0.336650 -1.241624 -1.88 -2.56 1.80
C -6.667099 0.005316 -2.052341 1.12 -1.86 3.04
S -6.904450 0.911705 -3.717913 0.89 -1.47 1.27
C -7.759490 -1.046134 -1.420682 2.43 0.46 1.50
F -9.051248 -1.343570 -2.084494 4.13 0.92 2.06
C -7.403576 -1.806062 0.018109 2.10 1.27 -1.00
O -8.283907 -2.789660 0.674362 1.85 1.35 -2.22
C -5.974247 -1.464557 0.793681 0.30 1.68 -2.81
C -4.853667 -0.383534 0.216189 -4.27 -0.87 -2.71
N -3.555122 -0.031366 0.908858 -1.40 -1.83 1.37
C -3.760364 1.067592 1.964623 -1.59 1.11 -0.86
O -4.008756 0.515055 3.302739 3.22 1.98 0.63
C -3.005167 0.931652 4.289309 2.42 1.20 3.79
C -1.386988 1.052587 4.069229 -0.97 0.56 2.66
C -0.325433 1.486262 5.272540 -5.09 -0.38 1.50
C -0.944879 1.789139 6.759512 -2.14 -1.04 -2.41
C -2.575335 1.720300 7.048096 1.22 -1.31 -4.71
C -3.573598 1.289175 5.819234 3.57 0.25 -0.50
C -2.849645 -1.237184 1.487791 2.94 -3.79 1.25
C -1.191281 -1.348120 1.304868 -1.69 -2.27 1.31
C -0.280724 -2.604399 1.831241 -4.54 -0.11 0.96
C 1.335757 -2.796837 1.646370 -0.74 -0.31 0.67
C 2.156613 -1.447643 1.209579 -0.24 0.35 0.91
C 2.339625 -1.230351 -0.404699 -1.19 -2.82 -0.22
F 2.765764 -2.574762 -0.949890 -1.01 3.90 1.18
F 1.011843 -0.969147 -1.075785 4.28 -0.32 1.87
C 3.515967 -0.181243 -0.844075 2.27 -1.94 -0.42
F 3.912782 -0.452651 -2.270820 -1.46 1.47 4.62
F 4.739499 -0.549961 -0.037278 -3.91 1.11 -2.42
C 3.224568 1.394880 -0.520934 2.13 1.99 0.78
F 2.498546 1.660715 0.745081 2.05 -1.17 -4.11
F 4.585148 2.029139 -0.336880 -4.34 -1.95 -0.38
C 2.556475 2.236600 -1.796607 1.68 -0.46 -2.26
F 1.677109 1.413367 -2.656352 2.70 2.93 3.23
F 3.741612 2.601969 -2.661307 -3.83 -1.10 2.56
C 1.902757 3.661536 -1.320647 0.89 2.68 -2.12
F 1.770195 4.495753 -2.569227 0.43 -2.70 3.97
F 2.867036 4.427769 -0.449691 -3.36 -2.94 -2.79
C 0.405237 3.569392 -0.668399 -3.22 1.31 3.07
F -0.622875 4.412517 -1.366472 4.04 -3.46 2.35
F -0.121360 2.200431 -0.471425 2.06 4.77 -1.09
F 0.517146 4.169540 0.714066 -0.42 -2.15 -4.63
C -1.087644 -3.811441 2.640137 -1.76 2.31 -1.30
C -0.291115 -5.102336 3.264224 -1.28 0.60 0.85
C -0.254502 -4.953684 4.929867 0.03 -1.56 -0.14
C 1.182174 -4.390459 5.472443 0.25 -0.24 -0.66
C 1.170630 -2.873726 6.080314 -0.70 -0.26 1.82
F -0.154326 -2.220904 6.154567 4.22 -2.07 -0.30
F 1.654914 -2.989417 7.506918 -1.38 0.58 -3.80
C 2.193298 -1.816457 5.350481 0.13 2.71 0.93
F 1.409161 -1.090295 4.318793 3.34 -2.57 2.97
F 2.573166 -0.781650 6.384085 -0.96 -3.27 -3.69
F 3.462781 -2.405088 4.866195 -4.47 2.07 1.23
C -2.743502 -3.769320 2.856555 1.66 3.19 -2.18
C -3.602194 -2.502612 2.263197 3.57 0.96 -1.04
S -5.497942 -2.322639 2.424566 1.42 0.30 -1.99
H -3.515245 3.141002 -3.725084 1.75 -1.31 0.30
H -2.317814 2.151671 -4.796635 -1.23 -0.26 2.84
H -1.785794 2.556041 -3.014931 -2.13 -0.58 -1.30
H -4.574547 2.893886 -0.628502 2.07 -0.61 -0.94
H -5.885281 0.343812 -4.540961 -1.10 0.35 1.50
H -8.344564 -3.649940 0.156071 0.39 1.77 0.53
H -4.775018 1.605748 1.637852 2.17 -1.19 0.74
H -2.932887 1.892714 1.907385 -1.20 -1.98 0.41
H -0.909466 0.828024 3.024858 -1.19 0.42 2.15
H 0.836259 1.536618 5.087841 -2.74 -0.13 0.32
H -0.242736 2.075857 7.671680 -1.71 -0.78 -2.31
H -3.073415 1.956899 8.085954 1.35 -0.51 -2.31
H -4.726488 1.225238 6.008689 2.47 0.11 -0.47
H -0.691390 -0.438811 0.757007 -1.04 -2.02 1.09
H 1.755802 -3.104906 2.720814 -0.88 0.80 -2.43
H 1.515302 -3.733202 0.961033 -0.23 2.07 1.10
H 3.206938 -1.503473 1.775148 -2.15 0.22 -1.80
H 1.582037 -0.528118 1.702315 1.26 -1.86 -1.38
H 0.799585 -5.251642 2.866740 -2.22 0.39 0.57
H -0.928563 -6.074943 3.060584 1.37 2.06 0.15
H -0.341326 -6.077382 5.323903 0.27 2.49 -0.70
H -1.202167 -4.401885 5.335396 2.04 -0.78 -0.86
H 1.928971 -4.429091 4.542018 -1.53 0.34 2.14
H 1.648176 -5.146179 6.268501 -1.13 2.08 -1.51
H -3.343539 -4.624835 3.416051 1.57 1.97 -1.35
C 2.231695 2.903417 -6.319888 -1.11 -0.28 0.50
C 0.875836 2.585052 -5.711019 -7.36 -1.72 3.25
N -0.248984 2.320817 -5.205929 9.60 2.16 -4.23
H 2.434716 3.974715 -6.238140 -0.14 -0.17 0.04
H 3.015374 2.351263 -5.793995 -0.21 0.05 0.02
H 2.242430 2.618524 -7.375501 -0.18 0.03 0.17
C 4.160978 -2.934842 9.112295 0.67 -0.76 0.90
C 4.939631 -3.718248 10.156520 4.32 -4.28 5.75
N 5.585508 -4.368172 11.022890 -5.18 5.22 -6.95
H 4.816577 -2.673006 8.277304 -0.03 -0.09 0.18
H 3.329823 -3.538064 8.736937 0.28 0.10 0.21
H 3.763742 -2.017072 9.554452 0.07 -0.21 -0.01
C 2.697711 4.837474 6.011187 -1.15 -0.30 0.50
C 1.341851 4.519110 6.620055 -7.42 -1.66 3.37
N 0.217032 4.254874 7.125145 9.22 2.63 -4.04
H 2.900731 5.908772 6.092933 -0.13 -0.18 0.03
H 3.481389 4.285320 6.537079 -0.21 0.05 -0.02
H 2.708445 4.552581 4.955572 -0.10 0.02 0.17
C 1.500017 0.002927 -9.865110 -0.81 0.71 0.48
C 0.618150 1.206565 -9.575289 -4.75 6.47 1.55
N -0.113553 2.205050 -9.334885 5.84 -7.87 -1.91
H 2.549285 0.260497 -9.696954 -0.29 0.07 -0.09
H 1.226950 -0.826358 -9.206847 -0.13 0.19 0.01
H 1.372611 -0.310804 -10.904793 0.01 0.21 0.23
C 0.742179 -3.699391 -3.737251 -1.06 -0.45 0.55
C -0.433730 -4.388515 -3.064361 -6.43 -3.78 3.72
N -1.409335 -4.960111 -2.506125 7.86 4.54 -4.45
H 1.563256 -4.408974 -3.871055 -0.19 0.03 0.09
H 0.439591 -3.316223 -4.715623 -0.06 -0.13 0.19
H 1.088808 -2.866023 -3.120044 -0.14 -0.18 0.01
C 1.272314 3.858049 -12.783901 0.62 -0.98 0.45
C 2.056171 2.676313 -12.236633 4.30 -6.45 2.98
N 2.706432 1.695967 -11.782501 -5.06 8.08 -3.90
H 1.393977 3.915660 -13.869009 0.07 -0.12 0.19
H 0.210526 3.741396 -12.550258 0.22 -0.10 0.07
H 1.635837 4.786487 -12.335065 0.01 -0.24 0.00
C 3.166831 -5.301617 -6.438879 -0.96 0.71 -0.37
C 2.008480 -4.431132 -6.898128 -6.33 4.77 -2.58
N 1.047467 -3.708954 -7.279008 7.74 -5.76 3.04
H 3.702467 -5.697250 -7.306144 -0.17 0.12 0.09
H 3.858718 -4.711480 -5.831739 -0.18 0.00 -0.12
H 2.791441 -6.136566 -5.840930 -0.05 0.17 -0.13
C 5.336743 6.112839 -1.757741 0.79 0.26 -0.95
C 6.302687 6.430734 -2.887487 5.32 1.75 -6.21
N 7.103975 6.694561 -3.824764 -6.44 -2.13 7.53
H 5.636268 5.185978 -1.260959 0.02 0.13 -0.16
H 5.338265 6.925555 -1.026249 0.07 -0.08 -0.19
H 4.325064 5.993060 -2.154925 0.22 0.04 -0.03
C 3.247849 0.961069 10.834713 -0.97 0.72 -0.37
C 2.089498 1.831554 10.375463 -6.36 4.76 -2.54
N 1.128485 2.553733 9.994584 7.71 -5.81 3.04
H 3.783486 0.565436 9.967447 -0.15 0.14 0.07
H 3.939737 1.551206 11.441853 -0.18 -0.03 -0.12
H 2.872460 0.126120 11.432662 -0.04 0.19 -0.10
C -7.515130 -0.577707 -7.582610 0.66 -0.65 0.86
C -6.736476 -1.361114 -6.538386 4.25 -4.35 5.66
N -6.090598 -2.011039 -5.672015 -5.15 5.19 -6.98
H -6.859529 -0.315871 -8.417601 -0.02 -0.10 0.20
H -8.346284 -1.180930 -7.957968 0.17 0.02 0.15
H -7.912365 0.340062 -7.140454 0.10 -0.19 0.06
```
Positions in Å, forces in eV/Å.

## Properties
**HOMO-LUMO gap**: 6.669 eV
**Energy above the lowest of the compared OMol25 structures with the same formula, charge and spin**: 3988.1 kJ/mol
**2S+1**: 1
**E_HOMO**: -7.70 eV
**LUMO energy**: -1.03 eV
**E_tot**: -5672.9244 hartree
**SMILES**: COB(O)c1c(S)c(F)c(O)c2c1N(COc1ccccc1)c1cc(CCC(F)(F)C(F)(F)C(F)(F)C(F)(F)C(F)(F)C(F)(F)F)c(CCCC(F)(F)C(F)(F)F)cc1S2.CC#N.CC#N.CC#N.CC#N.CC#N.CC#N.CC#N.CC#N.CC#N.CC#N

***

# 2
Here is one molecule with the formula C23H22N4O3S at a distorted geometry from OMol25. Energies are from ωB97M-V/def2-TZVPD.

```
53
Properties=species:S:1:pos:R:3:forces:R:3
O 1.053917 1.863871 -0.468248 -0.04 0.20 -0.36
C 1.358152 1.500484 0.646823 0.14 -0.02 0.52
N 2.451443 0.762313 0.921658 0.43 -0.16 0.05
C 3.452962 0.504070 -0.080877 0.25 0.37 0.04
H 3.754375 -0.546414 -0.050647 0.00 0.03 -0.09
C 4.686976 1.412789 0.123854 0.00 -0.42 -0.13
C 5.547535 1.472581 -1.143687 -0.05 0.05 0.30
H 6.572262 1.731961 -0.878777 0.01 -0.06 -0.01
C 4.890052 2.608716 -1.938699 -0.08 0.06 0.08
H 4.246481 2.217734 -2.724861 0.01 0.03 -0.05
C 4.054753 3.364154 -0.885054 -0.19 0.31 -0.32
H 4.341885 4.412765 -0.784916 -0.03 -0.06 -0.04
O 4.306251 2.746559 0.368205 0.08 0.00 0.21
H 2.984654 3.310031 -1.117231 0.12 0.02 0.02
H 5.633907 3.256586 -2.397588 0.00 -0.02 -0.06
H 5.550414 0.526559 -1.680177 0.06 -0.07 -0.05
H 5.242160 1.081586 1.007967 -0.02 0.00 -0.08
H 2.985250 0.719318 -1.043274 0.06 -0.11 0.01
H 2.692595 0.572011 1.880497 -0.18 0.05 -0.02
C 0.527624 1.850703 1.877447 -0.56 -0.19 -0.22
H 0.744000 2.873107 2.188669 -0.01 0.00 0.00
H 0.692450 1.156978 2.699395 0.13 0.05 -0.03
S -1.232426 1.837208 1.435831 0.09 0.51 0.27
C -1.273597 0.236044 0.723906 0.65 -0.03 0.53
N -0.255588 -0.530556 0.929054 -0.21 0.09 0.16
C -0.314679 -1.755318 0.353218 -1.02 -0.28 -0.63
C -1.417438 -2.187793 -0.379850 0.58 0.37 0.44
N -1.195352 -3.460713 -0.834720 -0.42 -0.10 -0.25
C 0.037844 -3.864443 -0.412406 0.40 0.23 0.30
C 0.704453 -5.066419 -0.623684 0.06 -0.15 -0.04
C 1.959200 -5.210340 -0.072842 -0.17 -0.08 -0.12
C 2.550863 -4.189362 0.677872 0.20 0.15 0.16
C 1.900831 -2.995938 0.895310 -0.01 -0.09 -0.04
C 0.632454 -2.821418 0.346311 -0.15 -0.33 -0.23
H 2.347016 -2.205817 1.478666 0.07 0.09 0.07
H 3.534976 -4.349573 1.092971 0.07 0.00 0.04
H 2.500593 -6.132914 -0.220895 0.02 -0.08 -0.02
H 0.250294 -5.857944 -1.200531 -0.02 -0.10 -0.06
H -1.845940 -3.984993 -1.395315 0.05 0.04 0.04
C -2.566198 -1.358393 -0.589037 0.06 -0.26 -0.10
O -3.577731 -1.636697 -1.203939 0.02 -0.12 -0.05
N -2.392386 -0.096930 0.017808 -0.01 -0.14 -0.10
C -3.425318 0.868987 -0.179208 -0.44 0.32 -0.16
C -3.183807 1.971608 -0.986963 -0.03 -0.20 -0.01
C -4.192167 2.895531 -1.189891 0.00 0.06 -0.03
C -5.432860 2.713052 -0.602097 -0.03 0.05 -0.02
C -5.669062 1.604208 0.192327 -0.05 -0.03 0.06
C -4.665513 0.676741 0.408339 0.15 0.03 0.01
H -4.839698 -0.195346 1.019625 0.00 -0.09 0.04
H -6.637976 1.457747 0.645396 -0.08 -0.01 0.03
H -6.219163 3.434350 -0.767859 -0.06 0.06 -0.01
H -4.009207 3.756048 -1.815393 0.02 0.07 -0.05
H -2.214098 2.098892 -1.444227 0.11 0.00 -0.02
```
Positions in Å, forces in eV/Å.

## Properties
**HOMO-LUMO gap**: 8.219 eV
**Energy above the lowest of the compared OMol25 structures with the same formula, charge and spin**: 5.0 kJ/mol
**2S+1**: 1
**E_HOMO**: -7.74 eV
**LUMO energy**: 0.48 eV
**E_tot**: -1732.6514 hartree
**SMILES**: O=C(CSc1nc2c([nH]c3ccccc32)c(=O)n1-c1ccccc1)NC[C@H]1CCCO1